1.
The following is a quantum chemistry calculation of C37H45IN4O4SSiZr as an isolated structure, from the OMol25 dataset.

Element x y z (Å)
Zr -0.2830 0.2484 -0.2702
C 1.3078 0.3831 1.3145
Si 2.8276 -0.3767 0.5160
C 2.5625 0.0947 -1.3209
N 1.2311 -0.2900 -1.9087
C 1.2156 -1.7786 -2.1758
C 0.4426 -2.1346 -3.4315
C 1.1155 -1.5378 -4.6719
C 1.6966 -0.1473 -4.3634
C 0.9824 0.4730 -3.1755
C 2.8968 -2.2375 0.7118
C 2.1408 -2.9190 1.6636
C 2.2293 -4.2972 1.8073
C 3.0899 -5.0222 0.9969
C 3.8732 -4.3629 0.0580
C 3.7809 -2.9862 -0.0731
C 4.4518 0.4053 0.9974
C 5.4006 -0.3195 1.7204
C 6.6019 0.2582 2.1058
C 6.8766 1.5749 1.7694
C 5.9459 2.3138 1.0500
C 4.7460 1.7325 0.6719
H 1.5857 1.4285 1.4938
H 1.0865 -0.0833 2.2764
H 3.3554 -0.2632 -1.9851
H 2.6040 1.1883 -1.3408
H 0.8303 -2.2928 -1.2911
H 2.2584 -2.0925 -2.2670
H -0.5888 -1.7907 -3.3348
H 0.3974 -3.2218 -3.5054
H 0.3920 -1.4765 -5.4849
H 1.9116 -2.1990 -5.0149
H 1.6023 0.5189 -5.2210
H 2.7653 -0.2056 -4.1483
H -0.0987 0.4947 -3.3522
H 1.3043 1.4961 -2.9847
H 1.4823 -2.3612 2.3184
H 1.6434 -4.8032 2.5645
H 3.1694 -6.0951 1.1106
H 4.5634 -4.9219 -0.5598
H 4.4206 -2.4878 -0.7953
H 5.2066 -1.3533 1.9832
H 7.3247 -0.3203 2.6654
H 7.8146 2.0259 2.0642
H 6.1598 3.3406 0.7842
H 4.0332 2.3358 0.1175
N -1.6999 1.0668 1.5254
C -2.0946 1.6926 2.4052
C -2.5815 2.4667 3.4954
C -1.7619 2.6683 4.6087
C -2.2450 3.4191 5.6647
C -3.5253 3.9557 5.6077
C -4.3354 3.7507 4.4972
C -3.8699 3.0043 3.4306
H -0.7681 2.2425 4.6404
H -1.6256 3.5844 6.5349
H -3.8974 4.5387 6.4392
H -5.3308 4.1711 4.4680
H -4.4902 2.8301 2.5620
C -2.8317 -4.4472 0.5901
N -2.0246 -3.2871 0.2481
C -1.3568 -2.5484 1.1265
N -1.4115 -2.8347 2.4299
O -0.6492 -1.5719 0.7269
H -3.2106 -4.8882 -0.3266
H -3.6841 -4.1734 1.2150
H -2.2247 -5.1991 1.0955
H -2.0518 -2.8914 -0.6819
H -1.9475 -3.6029 2.7937
H -0.8356 -2.2997 3.0564
I -8.8801 -0.1090 -2.4177
C -6.8276 -0.0402 -2.1255
C -6.0680 -1.1961 -2.2903
C -4.7022 -1.1502 -2.0905
C -4.0853 0.0477 -1.7291
C -4.8495 1.2030 -1.5759
C -6.2173 1.1590 -1.7707
C -2.6391 0.0888 -1.5038
O -1.9182 -0.9557 -1.4963
O -2.0436 1.1984 -1.2455
H -6.5452 -2.1222 -2.5787
H -4.1013 -2.0387 -2.2315
H -4.3669 2.1311 -1.3005
H -6.8130 2.0532 -1.6515
C -0.6729 3.9644 -2.4062
S -0.5514 3.6167 -0.6607
C 0.6383 4.8568 -0.1748
O 0.2945 2.3303 -0.5777
H -1.1434 4.9414 -2.5193
H -1.3142 3.1961 -2.8330
H 0.3153 3.9594 -2.8621
H 0.1813 5.8414 -0.2688
H 1.5278 4.7784 -0.7963
H 0.8800 4.6640 0.8686

Computed properties:
Total charge: +2
Energy in eV: -81336.92608
E_HOMO in eV: -13.0

2.
The following is a quantum chemistry calculation of C16H23CaN3OSeSi2 as an isolated structure, from the OMol25 dataset.

Element x y z (Å)
Ca 1.1891 -0.0693 0.7887
C -2.0939 -2.8424 1.1020
Si -1.1168 -1.7347 -0.0555
C -0.2972 -2.8099 -1.3650
C -2.3589 -0.6270 -0.9484
C -3.3963 -1.2711 -1.6419
C -4.3566 -0.5573 -2.3371
C -4.3002 0.8310 -2.3466
C -3.2841 1.4784 -1.6656
C -2.2970 0.7744 -0.9589
Si -0.9455 1.7784 -0.0654
C -0.2167 2.9309 -1.3767
C -1.8954 2.8805 1.1363
H -2.8189 -3.4221 0.5222
H -2.6463 -2.2585 1.8404
H -1.4518 -3.5457 1.6374
H -1.0637 -3.3867 -1.8930
H 0.4246 -3.5080 -0.9347
H 0.2356 -2.2059 -2.1023
H -3.4553 -2.3560 -1.6415
H -5.1441 -1.0774 -2.8686
H -5.0467 1.4030 -2.8842
H -3.2594 2.5642 -1.6835
H -1.0155 3.4660 -1.8997
H 0.3610 2.3847 -2.1250
H 0.4465 3.6731 -0.9250
H -2.6354 3.4716 0.5878
H -1.2365 3.5743 1.6644
H -2.4325 2.2903 1.8822
C -0.5281 -0.0211 3.6616
O 0.8416 -0.2004 3.2552
H -0.6058 -0.0202 4.7482
H -1.1692 -0.7975 3.2428
H -0.8470 0.9452 3.2800
H 1.1870 -1.0025 3.6630
Se 3.8756 -3.1968 0.2127
N 5.3300 -2.3286 -0.3935
C 5.0876 -1.0247 -0.2599
C 5.9446 0.0263 -0.6147
C 5.5193 1.3352 -0.4042
C 4.2731 1.5898 0.1327
N 3.4069 0.6164 0.4905
C 3.8034 -0.6623 0.3106
N 2.9844 -1.6663 0.6514
H 6.9107 -0.1952 -1.0472
H 6.1583 2.1678 -0.6637
H 3.9357 2.6060 0.2918

Computed properties:
Energy in eV: -123022.79398
Energy relative to the best compared isomer or geometry (same formula, charge and spin) in eV: 0.325
E_HOMO (alpha / beta) in eV: -7.0 / -6.1

3.
The following is a quantum chemistry calculation of C34H28CuGeN5O10S3 as an isolated structure, from the OMol25 dataset.

Element x y z (Å)
Cu -1.0018 0.4858 -0.6134
O -3.4245 6.2392 -0.3027
C -2.1546 6.4983 -0.0872
O -1.7355 7.6297 0.0755
C -1.2304 5.3346 -0.0232
C 0.1010 5.4721 0.3032
N 0.6338 4.2407 0.2694
N -0.2531 3.3039 -0.0754
C -1.3914 3.9434 -0.2709
C -2.6118 3.1763 -0.7258
O -3.6633 3.8530 -0.8612
O -2.4965 1.9589 -0.9703
H -3.5808 5.2082 -0.3638
H 0.6645 6.3533 0.5523
H 1.5885 3.9567 0.4327
N 0.3368 -6.6664 0.6377
C 0.0580 -5.2978 0.5264
C -0.5354 -4.5952 1.5697
C -0.7864 -3.2407 1.4072
N -0.4902 -2.5664 0.2998
C 0.0442 -3.2539 -0.7015
C 0.3349 -4.6051 -0.6472
H 0.4524 -6.9787 1.5895
H 1.1038 -6.9685 0.0564
H -0.7854 -5.0860 2.5029
H -1.2327 -2.6709 2.2162
H 0.2795 -2.6830 -1.5929
H 0.7889 -5.1038 -1.4948
C 1.4566 0.9802 1.8363
Ge 1.3284 0.3917 -0.0732
C 2.5120 -1.2323 -0.0578
C 2.6009 -2.0837 1.0446
C 3.3384 -3.2598 1.0039
C 4.0175 -3.6181 -0.1526
C 3.9523 -2.7834 -1.2611
C 3.2098 -1.6110 -1.2070
C 2.5547 1.6920 -1.0273
C 1.9941 2.3612 -2.0894
C 2.6805 3.3657 -2.8112
C 3.9517 3.7133 -2.4627
C 4.5979 3.0472 -1.3915
C 5.9276 3.3782 -1.0233
C 6.5630 2.7156 -0.0147
C 5.8933 1.6782 0.6721
C 4.6095 1.3491 0.3443
C 3.9061 2.0285 -0.6874
H 2.4677 1.1973 2.1850
H 1.0284 0.2091 2.4799
H 0.8443 1.8743 1.9678
H 2.0676 -1.8345 1.9553
H 3.3743 -3.9030 1.8769
H 4.5904 -4.5377 -0.1901
H 4.4810 -3.0477 -2.1708
H 3.1726 -0.9720 -2.0841
H 0.9674 2.1400 -2.3579
H 2.1832 3.8668 -3.6335
H 4.4870 4.4923 -2.9950
H 6.4317 4.1705 -1.5669
H 7.5783 2.9788 0.2579
H 6.4033 1.1358 1.4587
H 4.1080 0.5409 0.8574
O -2.6475 -1.8182 3.6251
S -2.7379 -0.4000 3.9034
O -1.7214 0.1421 4.7735
O -4.0825 0.0895 4.0936
S -2.1067 0.5468 2.0240
O -3.5623 0.0017 1.2868
C -3.6729 -0.6164 0.1574
N -2.7988 -0.7652 -0.7792
S -3.4400 -1.6242 -2.0454
O -3.5197 -0.7966 -3.2095
O -2.8035 -2.9054 -2.1450
C -5.0409 -1.8292 -1.3063
C -6.1543 -2.5072 -1.7576
C -7.2521 -2.5517 -0.9046
C -7.2200 -1.9489 0.3517
C -6.0887 -1.2748 0.7954
C -5.0109 -1.2258 -0.0690
H -6.1719 -2.9827 -2.7284
H -8.1485 -3.0705 -1.2212
H -8.0880 -2.0152 0.9950
H -6.0237 -0.8097 1.7698

Computed properties:
Total charge: -2
Energy in eV: -197303.18534
E_HOMO in eV: -2.3

4.
The following is a quantum chemistry calculation of an isolated molecule of C29H37N5OS, from the OMol25 dataset.

Element x y z (Å)
O 0.1057 -3.6596 2.0084
C -0.0865 -3.2957 0.8638
N -1.3620 -3.3546 0.2935
C -1.5971 -2.9400 -0.9882
N -0.6922 -2.4685 -1.7706
C 0.5913 -2.3633 -1.3182
C 1.5862 -1.8500 -2.1608
C 2.8722 -1.7004 -1.7051
C 3.2163 -2.0547 -0.3888
C 2.2525 -2.6150 0.4352
C 0.9434 -2.7615 -0.0180
H 2.4885 -2.9284 1.4416
N 4.5109 -1.8741 0.0920
C 5.3185 -0.7800 -0.0606
N 4.8410 0.2520 -0.7792
C 5.4487 1.5607 -0.7359
H 6.4996 1.4436 -0.4615
C 4.7333 2.4600 0.2756
H 5.2554 3.4163 0.3303
H 4.7920 1.9928 1.2598
C 3.2726 2.7301 -0.1030
N 2.4743 1.5087 -0.1647
C 2.0688 0.9897 1.1332
C 0.9246 1.7711 1.7876
C -0.2834 1.8335 0.8519
C 0.1643 2.4120 -0.4903
C 1.3249 1.5853 -1.0517
H 1.6521 1.9927 -2.0116
H 0.9793 0.5595 -1.2219
H -0.6627 2.4008 -1.2018
H 0.4831 3.4484 -0.3550
C -1.4164 2.6610 1.4818
C -2.6682 2.6182 0.6548
C -3.5499 1.5502 0.7685
C -4.6955 1.4927 -0.0046
C -4.9731 2.5016 -0.9110
C -4.1024 3.5703 -1.0330
C -2.9603 3.6275 -0.2540
H -2.2900 4.4701 -0.3472
H -4.3152 4.3642 -1.7341
H -5.8675 2.4574 -1.5145
H -5.3783 0.6624 0.1022
H -3.3413 0.7637 1.4808
H -1.0804 3.6943 1.5933
H -1.6233 2.2626 2.4781
H -0.6479 0.8124 0.6818
H 0.6549 1.2826 2.7254
H 1.2528 2.7861 2.0243
H 2.9373 0.9751 1.7942
H 1.7457 -0.0459 0.9800
H 2.8591 3.4638 0.6041
H 3.2548 3.1838 -1.0977
H 5.3858 1.9981 -1.7370
H 3.8229 0.3261 -0.8539
S 6.8183 -0.8212 0.6365
H 4.8369 -2.5264 0.7925
H 3.6396 -1.3295 -2.3663
H 1.3159 -1.5815 -3.1695
C -2.9887 -3.0107 -1.5364
H -2.9054 -2.7679 -2.5959
H -3.3851 -4.0242 -1.4456
C -3.9411 -2.0164 -0.8607
C -4.5021 -2.5247 0.4642
C -3.4323 -2.7650 1.5252
C -2.4314 -3.8540 1.1397
H -2.9385 -4.6851 0.6425
H -1.9362 -4.2330 2.0381
H -3.9210 -3.0648 2.4539
H -2.8864 -1.8398 1.7224
H -5.2178 -1.7946 0.8485
H -5.0474 -3.4561 0.2906
H -4.7753 -1.8265 -1.5389
H -3.4210 -1.0683 -0.7092

Computed properties:
Energy in eV: -51009.58943
E_HOMO in eV: -7.9
Structure (SMILES): O=c1c2cc(NC(=S)NCCCN3CCC(Cc4ccccc4)CC3)ccc2nc2n1CCCCC2

5.
The following is a quantum chemistry calculation of an isolated molecule of C4H6O at a distorted geometry, from the OMol25 dataset.

Element x y z (Å)
C 1.1239 0.0430 0.3149
C -0.2031 -0.0634 -0.2952
C -1.4380 0.7995 0.0163
C -1.4377 -0.8561 0.1349
H 1.0304 0.6693 1.3984
H -0.3627 0.0091 -1.3329
H -1.9955 1.2523 -0.7796
H -1.3197 1.6157 0.7500
H -1.4407 -1.3843 1.2058
H -2.0926 -1.1322 -0.7259
O 2.2387 -0.0710 -0.1927

Computed properties:
Energy in eV: -6289.52164
Energy relative to the best compared isomer or geometry (same formula, charge and spin) in eV: 2.396
E_HOMO in eV: -10.0
Structure (SMILES): O=CC1CC1

6.
The following is a quantum chemistry calculation of C25H31ClN2O5P2STeTi as an isolated structure at a distorted geometry, from the OMol25 dataset.

Element x y z (Å)
Ti -0.4690 1.1711 -0.3128
C -3.4914 0.6719 1.0709
C -2.6791 1.6847 1.8152
C -3.0831 2.0542 3.1241
C -2.3414 2.9374 3.8369
C -1.2057 3.5385 3.2489
C -0.4204 4.5044 3.9270
C 0.6371 5.0733 3.2825
C 0.9396 4.7268 1.9473
C 0.1974 3.8013 1.2542
S 0.4545 3.4405 -0.4276
C -0.8827 3.1643 1.9386
N -1.5992 2.1948 1.2636
H -4.5159 0.6789 1.4435
H -3.0811 -0.3335 1.2081
H -3.4951 0.8959 0.0048
H -3.9672 1.5912 3.5410
H -2.6156 3.2005 4.8528
H -0.6762 4.7714 4.9451
H 1.2527 5.8041 3.7928
H 1.7770 5.1925 1.4433
C -3.5386 -1.8684 -1.5078
P -1.9288 -1.0645 -1.8351
C -0.8638 -2.5330 -2.0091
C -2.1518 -0.6234 -3.5928
H -3.7595 -2.5964 -2.2937
H -4.3332 -1.1193 -1.4901
H -3.4890 -2.3559 -0.5362
H -1.2590 -3.2193 -2.7633
H -0.8048 -3.0489 -1.0504
H 0.1357 -2.2125 -2.3016
H -2.3904 -1.5136 -4.1813
H -1.2422 -0.1611 -3.9736
H -2.9514 0.1094 -3.6875
C 2.4843 -3.3333 -0.7379
C 2.7414 -2.2000 -1.7003
O 2.6643 -0.9798 -0.9463
P 2.3768 0.4642 -1.5170
O 0.7885 0.5611 -1.5954
Te 3.9677 1.9210 -0.5410
O 2.7621 0.3152 -3.0641
C 2.4926 1.4249 -3.9403
C 1.5670 0.9715 -5.0422
H 2.5487 -4.2911 -1.2597
H 1.4952 -3.2432 -0.2884
H 3.2162 -3.3205 0.0700
H 2.0254 -2.1856 -2.5226
H 3.7411 -2.2538 -2.1364
H 3.4563 1.7628 -4.3221
H 2.0595 2.2566 -3.3803
H 2.0158 0.1601 -5.6173
H 1.3519 1.8016 -5.7187
H 0.6258 0.6221 -4.6208
O 0.9473 1.0233 1.0379
C 0.5675 -0.1800 1.4234
N -0.6688 -0.5099 0.9635
C -0.9546 -1.8189 1.3724
O -2.0140 -2.4221 1.1547
C 0.2289 -2.2786 2.0957
C 0.5207 -3.5155 2.6752
C 1.7593 -3.6966 3.2519
C 2.7230 -2.6517 3.2589
C 2.4537 -1.4278 2.6973
C 1.1869 -1.2367 2.1163
H -0.2132 -4.3123 2.6535
H 2.0099 -4.6506 3.6996
H 3.6915 -2.8311 3.7101
H 3.1910 -0.6350 2.6779
Cl -1.9681 2.1323 -1.8853

Computed properties:
Total charge: -1
Energy in eV: -111999.34823
Energy relative to the best compared isomer or geometry (same formula, charge and spin) in eV: 2.238
E_HOMO (alpha / beta) in eV: -3.0 / -4.2
Spin multiplicity: 2

7.
The following is a quantum chemistry calculation of a 2-piece molecular cluster, C5H10NO3 overall at a distorted geometry, from the OMol25 dataset.

Element x y z (Å)
O -0.5700 -1.7720 -0.2363
C -1.2168 -0.7449 0.1186
O -2.3783 -0.4802 -0.1339
C -0.4995 0.2362 1.1672
C -0.7310 1.6444 0.6258
C -0.1729 1.9689 -0.7757
C 1.9216 0.6241 -1.0674
N 1.1692 1.6344 -1.2658
H 0.5698 -0.0366 1.2552
H -0.8574 -0.0459 2.1773
H -1.8093 1.9406 0.6461
H -0.0234 2.2991 1.1922
H -0.8111 1.5287 -1.5340
H -0.1081 3.0670 -0.8150
H 2.9266 0.7113 -1.5087
H 1.9807 -0.0994 -0.1620
H 1.3025 -2.6906 0.3196
H 1.1039 -2.3794 1.6998
O 1.8608 -2.5761 1.1257

Computed properties:
Total charge: -1
Energy in eV: -12979.90322
Energy relative to the best compared isomer or geometry (same formula, charge and spin) in eV: 2.702
E_HOMO in eV: -4.4

8.
The following is a quantum chemistry calculation of C24H26AlBeBrCl8F6N2O8PS as an isolated structure at a distorted geometry, from the OMol25 dataset.

Element x y z (Å)
C 3.0449 2.4070 -4.1041
C 2.3344 1.4473 -5.0778
N 1.9334 0.1196 -4.4695
C 1.6815 0.1408 -3.0076
C 2.4643 -0.6178 -2.1820
C 2.2804 -0.6950 -0.7460
C 1.2181 0.0940 -0.0799
C 0.9428 0.0989 1.3875
P 0.9568 -1.6379 2.0309
O 0.1383 -1.6679 3.2437
O 2.4889 -2.1086 2.3645
O 0.2861 -2.5407 0.8467
C 0.4351 0.8457 -0.9106
C 0.6009 0.8965 -2.3695
C -0.3996 1.7212 -2.9953
O -0.4479 2.2022 -4.1799
N -1.3566 1.8831 -1.9356
S -2.6840 0.8594 -2.1055
O -3.0608 0.7924 -3.4786
O -2.4314 -0.4380 -1.5847
C -3.9988 1.5735 -1.0169
F -3.9387 2.9646 -1.1656
F -3.7073 1.2601 0.3164
C -5.4281 1.0812 -1.2542
F -5.8367 1.1618 -2.5006
F -6.1450 1.9994 -0.5052
F -5.6288 -0.1155 -0.7366
C -0.7138 1.7570 -0.6425
O -1.0179 2.2798 0.3636
H 2.3711 2.8623 -3.3561
H 3.4161 3.2505 -4.7184
H 3.9270 1.9668 -3.6146
H 1.5019 1.9367 -5.6103
H 3.0675 1.2075 -5.8744
H 1.1258 -0.2988 -4.9574
H 3.2518 -1.1986 -2.6778
H 2.9303 -1.3461 -0.1485
H 1.7934 0.7552 1.9254
H -0.0513 0.5515 1.5602
H 3.0322 -1.3065 2.2860
H 0.4549 -3.4575 1.1345
C -4.7173 -4.7583 0.1858
C -4.4293 -3.3633 0.1280
C -3.5385 -2.7996 1.0342
C -2.9328 -3.5938 1.9820
C -3.2118 -4.9849 2.0417
C -4.0941 -5.5565 1.1540
H -5.4146 -5.2211 -0.4982
H -4.8916 -2.7293 -0.5992
H -3.3229 -1.7408 0.9951
H -2.2364 -3.1513 2.6877
H -2.7282 -5.6006 2.7895
H -4.3079 -6.6151 1.2032
Be -0.1344 0.6044 -4.4725
F 0.4318 -1.9307 -1.7162
Cl 2.0120 2.4146 2.4275
Al -3.8784 3.3490 1.0464
C -1.7891 2.1179 4.1513
Cl -1.8550 0.7969 2.9711
Cl -3.3863 2.3946 4.8552
Cl -0.6056 1.7675 5.4012
H -1.4828 3.0196 3.6330
C 5.5183 5.2204 3.1668
C 5.8064 3.7898 3.5505
O 5.1453 2.8791 3.1154
C 6.9542 3.5473 4.5002
H 4.6713 5.2458 2.4830
H 5.2691 5.8017 4.0560
H 6.3866 5.6547 2.6677
H 6.7679 4.0554 5.4478
H 7.8853 3.9080 4.0597
H 7.0467 2.4790 4.6884
Cl -5.3846 -4.0468 -1.9286
Br -6.8320 3.3326 1.1381
C 1.1143 -5.7447 -1.6693
Cl 0.1537 -6.0582 -0.2137
Cl 1.7734 -4.1125 -1.6047
Cl 2.3976 -6.9480 -1.8390
H 0.4632 -5.8189 -2.5315

Computed properties:
Total charge: +1
Energy in eV: -258297.50648
E_HOMO in eV: -9.7

Copy entry 5 word for word.
The following is a quantum chemistry calculation of an isolated molecule of C4H6O at a distorted geometry, from the OMol25 dataset.

Element x y z (Å)
C 1.1239 0.0430 0.3149
C -0.2031 -0.0634 -0.2952
C -1.4380 0.7995 0.0163
C -1.4377 -0.8561 0.1349
H 1.0304 0.6693 1.3984
H -0.3627 0.0091 -1.3329
H -1.9955 1.2523 -0.7796
H -1.3197 1.6157 0.7500
H -1.4407 -1.3843 1.2058
H -2.0926 -1.1322 -0.7259
O 2.2387 -0.0710 -0.1927

Computed properties:
Energy in eV: -6289.52164
Energy relative to the best compared isomer or geometry (same formula, charge and spin) in eV: 2.396
E_HOMO in eV: -10.0
Structure (SMILES): O=CC1CC1

Q: What is the energy in the fifth record?
A: -6289.52164 eV